a | DFT (ωB97M-V with the def2-TZVPD basis set) results for one molecule with the formula C3H4N2O.

Last column: Löwdin charge in e.
Element x y z (Å)
O -2.60156 -0.06130 0.32097  -0.01
C -2.25289 0.29369 -0.87052  -0.06
C -0.69349 0.36172 -0.86480  -0.12
N -0.11533 0.08790 0.22684  0.03
C 1.25710 -0.01127 0.47186  -0.30
N 1.91417 -1.03737 0.12911  0.11
H -1.78928 -0.18390 0.90110  0.10
H -0.18220 0.62333 -1.79402  0.11
H 1.62679 0.82619 1.07596  0.12
H 2.86130 -0.97600 0.50105  0.05

## Properties
2S+1   1
Gap between HOMO and LUMO   0.3065 Ha

***

b | DFT (ωB97M-V with the def2-TZVPD basis set) results for one molecule with the formula C3H4N2O.

Last column: Löwdin charge in e.
Element x y z (Å)
C 2.55059 -0.17752 0.39175  -0.04
N 1.67966 0.04068 -0.50597  -0.06
N 0.37489 -0.30966 -0.29517  0.04
C -0.42849 0.64013 0.01677  -0.12
C -1.90726 0.39456 0.13066  -0.24
O -2.37685 -0.71924 0.04447  0.05
H 3.59075 0.12128 0.16701  0.07
H 2.37294 -0.61076 1.39935  0.08
H -0.10349 1.68110 0.13518  0.11
H -2.51633 1.30207 0.31551  0.11

## Properties
2S+1   1
Gap between HOMO and LUMO   0.3553 Ha

***

c | DFT (ωB97M-V with the def2-TZVPD basis set) results for a 2-piece molecular cluster, C3H4N2O overall.

Last column: Löwdin charge in e.
Element x y z (Å)
C -2.53143 0.63579 0.36200  -0.05
C -0.08215 0.93059 -0.10586  -0.38
C 0.65310 -0.32716 -0.36148  -0.09
N 0.38600 2.08909 0.57760  0.09
N 0.17573 2.21812 -0.63641  0.10
O -3.14778 -0.11973 -0.29405  0.04
H -2.84479 1.28306 1.18049  0.07
H 0.28597 -0.79478 -1.27306  0.07
H 0.51518 -1.01742 0.46952  0.07
H 1.72169 -0.12481 -0.47194  0.08

## Properties
2S+1   1
Gap between HOMO and LUMO (spin up / spin down)   0.3088 / 0.3087 Ha

***

d | DFT (ωB97M-V with the def2-TZVPD basis set) results for one molecule with the formula C3H4N2O.

Last column: Löwdin charge in e.
Element x y z (Å)
O -1.01417 1.84431 -0.96333  0.07
C -0.37327 0.79862 -0.41906  -0.44
C 0.24526 -0.30784 -1.14615  -0.05
C 0.39189 -1.19592 -0.06814  -0.17
N 0.03266 -0.62748 1.08476  -0.02
N -0.44888 0.63383 0.88035  0.09
H -1.38766 2.31796 -0.20039  0.12
H 1.39422 -0.38905 -1.00712  0.14
H 0.77845 -2.20220 -0.15582  0.12
H 0.38150 -0.87222 1.99490  0.15

## Properties
2S+1   1
Gap between HOMO and LUMO   0.3516 Ha

***

According to the calculations, the structures order from most to least stable as b, d, a, c.

***

a | DFT (ωB97M-V with the def2-TZVPD basis set) results for a 2-piece molecular cluster, C3H8O3S overall.

Last column: Löwdin charge in e.
Element x y z (Å)
O 1.05884 -2.28026 -2.33009  0.12
C 0.96304 -1.52132 -1.41232  -0.54
O 1.52320 -1.76655 -0.20430  0.09
C 0.14955 -0.23941 -1.39964  -0.18
C -0.74985 -0.13796 -0.15795  -0.57
S -1.74734 1.35755 -0.22140  0.74
H 2.07547 -2.56465 -0.27075  0.13
H 0.80714 0.60560 -1.60542  0.13
H -0.53849 -0.32257 -2.22990  0.11
H -0.10429 -0.11152 0.72081  0.06
H -1.30962 -1.06614 -0.06211  0.09
H -1.19610 2.22556 0.64063  -0.16
O -0.62723 2.11225 3.02378  -0.07
H -0.59140 1.29260 2.50447  0.00
H 0.28708 2.41682 3.00420  0.04

## Properties
2S+1   1
Gap between HOMO and LUMO   0.3590 Ha

***

b | DFT (ωB97M-V with the def2-TZVPD basis set) results for a 2-piece molecular cluster, C3H8O3S overall.

Last column: Löwdin charge in e.
Element x y z (Å)
C -0.60092 -0.61894 0.01217  -0.09
C -1.57498 0.41132 0.42024  -0.65
C 1.94410 0.17539 -0.00531  -0.48
O 1.74622 1.32566 0.65978  0.11
O 2.84909 -0.71395 0.50608  0.10
O 2.16077 0.44925 -1.37687  0.03
S -3.28223 0.33011 -0.29419  0.66
H -0.81152 -1.01126 -0.90757  0.01
H -0.50345 -1.33189 0.75336  0.02
H -1.27454 1.47505 0.17285  0.07
H -1.65043 0.18532 1.52671  0.07
H 1.88333 1.10937 1.53170  0.08
H 3.04744 -1.27494 -0.22946  0.10
H 2.45801 1.39436 -1.38536  0.12
H -3.24326 -1.00083 -0.31604  -0.16

## Properties
2S+1   1
Gap between HOMO and LUMO (spin up / spin down)   0.2899 / 0.3041 Ha

***

According to the calculations, the structures order from most to least stable as a, b.

***

a | DFT (ωB97M-V with the def2-TZVPD basis set) results for one molecule with the formula C3H8S2.

Last column: Löwdin charge in e.
Element x y z (Å)
C -1.92424 0.90218 -0.73078  -0.18
C -0.41081 0.71061 -0.83883  -0.60
S 0.33419 1.27583 0.73160  0.45
S 2.11796 0.31538 0.85924  0.40
C 1.73433 -1.45140 1.12987  -0.45
H -2.16230 1.66584 0.01288  0.05
H -2.33392 -0.00791 -0.28587  0.07
H -2.35525 1.04103 -1.72076  0.07
H -0.12025 -0.32670 -0.94127  0.05
H 0.08386 1.14984 -1.70716  0.07
H 0.81598 -1.44354 1.69999  0.02
H 1.62662 -1.93869 0.17281  0.02
H 2.59382 -1.89248 1.61827  0.02

## Properties
2S+1   1
Gap between HOMO and LUMO   0.3449 Ha

***

b | DFT (ωB97M-V with the def2-TZVPD basis set) results for a 2-piece molecular cluster, C3H8S2 overall.

Last column: Löwdin charge in e.
Element x y z (Å)
C -1.89559 -0.41983 0.91658  -0.17
C -0.56571 -0.15939 0.15127  -0.81
S -0.89270 -0.28501 -1.59396  0.69
S 2.17365 0.89924 0.90126  0.60
C 2.04408 0.31314 -0.82682  -0.60
H -2.54753 0.39859 0.57797  0.06
H -1.86069 -0.30420 1.99730  0.07
H -2.34603 -1.32363 0.51370  0.06
H -0.28510 0.90488 0.31655  0.03
H 0.23554 -0.75688 0.58349  0.02
H 1.83909 -0.74668 -0.83727  0.01
H 1.22343 0.94838 -1.20633  -0.01
H 2.87755 0.53140 -1.49373  0.05

## Properties
2S+1   1
Gap between HOMO and LUMO   0.1794 Ha

***

According to the calculations, the structures order from most to least stable as a, b.